[1]
Molecular formula: C5H8O
Method: DFT, ωB97M-V/def2-TZVPD

CARTESIAN COORDINATES (ANGSTROEM)
1 C 1.72650 -0.74088 0.19468
2 C 0.74594 0.42192 0.23782
3 C -0.53435 0.15603 -0.54509
4 C -1.56354 -0.65452 0.19007
5 O -2.40572 0.43164 0.23827
6 C -1.53154 1.24285 -0.35703
7 H 1.25445 -1.66427 0.55277
8 H 2.60049 -0.54037 0.82144
9 H 2.07450 -0.91690 -0.82891
10 H 1.21233 1.35005 -0.11435
11 H -0.39509 -0.19538 -1.57463
12 H 0.32323 0.43983 1.28736
13 H -2.02218 -1.59871 -0.07802
14 H -1.48503 2.26870 -0.02438

Force components x, y, z for each atom (eV/Å):
0.1182 -0.1073 -0.2160
-0.6646 -0.6619 0.9413
0.7243 0.0010 -0.2594
-0.3210 -0.3300 -0.2848
-0.9375 -0.3791 0.7484
0.0476 0.4888 -0.5765
0.0624 0.1890 -0.0524
-0.0993 -0.0444 -0.0818
0.0277 -0.0186 0.1050
-0.1249 -0.0757 0.4223
0.0837 0.1098 0.0801
0.9460 0.7713 -0.7937
-0.0199 -0.0781 0.0177
0.1573 0.1353 -0.0502

The calculation puts the LUMO energy (spin up / spin down) at 0.79 / 0.51 eV. The calculation puts the HOMO-LUMO gap (spin up / spin down) at 8.71 / 8.16 eV. As for the charge: 0.

---

[2]
Molecular formula: C5H8O
Method: DFT, ωB97M-V/def2-TZVPD

CARTESIAN COORDINATES (ANGSTROEM)
1 C -1.94972 -0.20228 0.29836
2 C -0.55498 0.14407 -0.03125
3 C 0.20356 1.06785 -0.78916
4 C 0.65905 -0.39723 -0.59351
5 C 1.68555 -0.43469 0.56480
6 O 1.33564 0.59837 1.36150
7 H -1.99824 -1.01442 1.02770
8 H -2.51553 0.66083 0.65787
9 H -2.44475 -0.56315 -0.61692
10 H 0.88427 1.61820 -0.08933
11 H -0.18399 1.55827 -1.67886
12 H 0.62274 -1.16918 -1.35976
13 H 2.74696 -0.43257 0.23773
14 H 1.50944 -1.43407 1.01084

Force components x, y, z for each atom (eV/Å):
0.1330 0.0399 0.0932
-0.0876 -0.0121 -0.1100
-0.0706 0.1937 -0.0022
0.0452 -0.2197 0.0242
-0.0228 -0.3244 -0.2996
-0.1062 0.0073 0.1777
0.0446 0.0943 -0.0750
0.1459 -0.0833 -0.0441
0.1769 0.0626 0.0630
-0.0870 -0.0156 -0.1610
0.0263 -0.0868 0.1441
-0.0223 0.0835 0.0839
-0.1930 0.1185 0.1097
0.0178 0.1424 -0.0040

The calculation puts the LUMO energy (spin up / spin down) at -0.84 / -0.46 eV. The calculation puts the HOMO-LUMO gap (spin up / spin down) at 7.23 / 8.19 eV. As for the charge: 0.

---

One value per record, in order, for strongest force on any atom: 1.5 0.4 eV/Å.
One value per record, in order, for relative energy (zero: lowest compared OMol25 entry of this formula, charge and spin): 103.10 119.87 kcal per mole.